# 1
DFT (ωB97M-V/def2-TZVPD) results for the ion C3H7N4 with charge +1.

```
14
Properties=species:S:1:pos:R:3:forces:R:3:mulliken_charge:R:1
C -2.22424 -0.24127 0.08249 -0.117 0.796 0.835 -0.190
N -1.03488 -0.64660 0.34607 -0.353 -1.171 -1.953 0.420
N -0.47108 -1.75272 -0.21220 -1.383 -1.792 -0.333 -0.676
C 0.82505 -1.92913 -0.19772 -0.760 1.024 -0.633 0.150
N 1.71167 -1.04448 0.20808 1.172 -1.679 1.446 -0.386
C 1.83929 0.19473 0.37799 0.534 1.492 -0.769 0.026
N 1.14942 1.09644 -0.35733 1.486 2.805 1.373 -0.384
H -2.76685 -0.90776 -0.61560 -0.061 0.745 0.609 0.324
H -2.58197 0.73730 0.60787 0.549 -2.117 -1.257 0.276
H -0.38029 -0.12169 0.81788 1.157 2.002 2.084 0.198
H 1.17132 -2.89979 -0.59356 -0.197 0.674 0.199 0.387
H 2.60446 0.63635 1.04342 -0.578 -0.494 0.009 0.344
H 1.48506 2.08654 -0.43018 -0.353 -1.446 0.393 0.278
H 0.76696 0.78874 -1.18798 -1.096 -0.838 -2.005 0.232
```
Forces are in eV/Å.

For the molecular weight, the calculation gives 99.1 Da. As for the total charge: +1. The calculation puts the largest force on an atom at 3.5 eV/A. Its LUMO energy is -5.1 eV. As for the HOMO-LUMO gap: 8.68 eV. Its structure (SMILES) is C=[NH+]/N=C\N=C/N. The total energy comes out at -337.20109 a.u. The relative energy (zero: lowest compared OMol25 entry of this formula, charge and spin) is 2.807 eV.

***

# 2
DFT (ωB97M-V/def2-TZVPD) results for the ion C3H7N4 with charge +1.

```
14
Properties=species:S:1:pos:R:3:forces:R:3:mulliken_charge:R:1
C 1.55290 0.81105 -0.57117 0.196 0.168 -0.246 -1.107
C 1.56741 -0.19507 0.51290 0.159 -0.013 -0.127 0.200
N 0.87309 -1.25289 0.52527 0.408 -0.321 0.904 -0.366
C -0.15338 -1.62922 -0.22831 0.023 0.154 -0.281 0.089
N -1.10980 -0.83167 -0.51793 -0.517 -0.959 0.334 0.204
N -1.67714 0.24000 -0.42845 -0.317 1.544 -0.837 -0.233
N -2.33767 0.66630 0.58375 -0.092 -0.478 0.567 -0.160
H 0.70132 1.48058 -0.42944 -0.053 0.118 0.020 0.313
H 2.45533 1.41764 -0.56263 -0.021 -0.018 0.005 0.332
H 1.44118 0.33652 -1.54486 -0.039 0.017 -0.052 0.356
H 2.22612 -0.05240 1.36378 0.021 0.046 0.074 0.434
H -0.20087 -2.64829 -0.59074 -0.092 -0.001 -0.026 0.376
H -2.43511 0.16569 1.46897 0.078 -0.134 -0.276 0.268
H -2.90337 1.49178 0.41886 0.247 -0.122 -0.060 0.293
```
Forces are in eV/Å.

For the molecular weight, the calculation gives 99.1 Da. As for the total charge: +1. The calculation puts the largest force on an atom at 1.8 eV/A. Its LUMO energy is -4.7 eV. As for the HOMO-LUMO gap: 9.76 eV. Its structure (SMILES) is C/C=N\C=N/N=[NH2+]. The total energy comes out at -337.17263 a.u. The relative energy (zero: lowest compared OMol25 entry of this formula, charge and spin) is 3.582 eV.

***

# 3
DFT (ωB97M-V/def2-TZVPD) results for the ion C3H7N4 with charge +1.

```
14
Properties=species:S:1:pos:R:3:forces:R:3:mulliken_charge:R:1
N -0.13824 1.69115 0.54116 -1.104 -1.449 0.071 -0.542
N -0.33569 0.36597 0.25726 -4.603 -1.346 0.869 0.789
N -1.13184 -0.38020 1.05322 1.142 5.194 1.421 -0.576
C -0.97694 -1.69069 1.25067 2.763 -0.853 -3.374 0.027
N 0.08819 -2.17767 0.65164 0.127 -0.422 0.485 -0.345
C 0.66686 -1.38177 -0.34150 -0.532 0.940 -0.550 -0.220
C -0.26660 -0.41152 -1.01939 -0.990 -0.221 -1.576 -0.487
H 0.41943 2.31654 -0.03222 -0.105 -0.714 -0.332 0.273
H -0.18883 1.85014 1.53483 0.021 0.129 0.190 0.299
H -1.58982 -2.33755 1.85376 -0.404 0.540 0.357 0.431
H 1.37741 -1.78581 -0.99690 0.956 -1.318 -0.611 0.504
H 1.15291 -0.38108 -0.05225 1.632 -1.498 1.906 0.267
H 0.10796 0.17865 -1.82402 1.203 0.464 -0.287 0.318
H -1.19076 -0.81935 -1.49968 -0.104 0.554 1.433 0.263
```
Forces are in eV/Å.

For the molecular weight, the calculation gives 99.1 Da. As for the total charge: +1. The calculation puts the largest force on an atom at 5.5 eV/A. Its LUMO energy is -6.5 eV. As for the HOMO-LUMO gap: 8.11 eV. Its structure (SMILES) is N[N+]1=NC=NCC1. The total energy comes out at -337.06685 a.u. The relative energy (zero: lowest compared OMol25 entry of this formula, charge and spin) is 6.460 eV.

***

# 4
DFT (ωB97M-V/def2-TZVPD) results for a cluster of 2 separate species, C3H7N4OPS2 in total.

```
18
Properties=species:S:1:pos:R:3:forces:R:3:mulliken_charge:R:1
C -3.42237 0.26526 -0.13481 -0.316 -1.415 0.792 -0.456
C -2.21805 -0.06076 0.44636 0.653 -1.810 1.683 0.053
C -1.87891 1.29558 -1.20312 -0.341 0.347 -1.171 -0.118
N -3.17670 1.08657 -1.15025 -1.151 1.489 -1.318 -0.594
N -1.27627 0.56579 -0.27081 3.594 0.115 0.495 -0.152
N 0.63669 -1.53682 2.00495 0.449 -0.403 2.623 -0.407
N 3.54602 1.25487 -0.78237 0.176 -3.439 2.252 -0.437
O 2.26024 -1.02609 -1.76911 -0.430 0.140 -0.253 -0.537
P 1.58270 -0.71337 -0.50566 -0.277 -0.358 1.528 0.833
S 1.37795 -2.44215 0.80130 -0.853 1.144 -1.360 0.005
S 2.61714 0.80887 0.55871 -0.025 -0.654 -0.792 0.062
H -4.39641 -0.18240 0.01142 0.000 0.354 0.298 0.357
H -1.86216 -0.68106 1.35207 -1.290 1.041 -1.680 -0.093
H -1.45512 2.01658 -1.93175 0.088 -0.916 0.744 0.317
H -0.38819 -1.41952 2.01269 0.824 -0.568 -0.297 0.276
H 1.00232 -1.89148 2.94357 -0.796 1.041 -1.697 0.292
H 3.39015 2.18050 -0.93458 -0.342 2.710 -1.749 0.259
H 3.66098 0.47962 -1.44862 0.038 1.182 -0.098 0.341
```
Forces are in eV/Å.

For the molecular weight, the calculation gives 210.2 Da. The calculation puts the largest force on an atom at 4.1 eV/A. Its LUMO energy (spin up / spin down) is -3.3 / -3.3 eV. As for the HOMO-LUMO gap (spin up / spin down): 4.19 / 4.19 eV. The total energy comes out at -1550.37152 a.u. The relative energy (zero: lowest compared OMol25 entry of this formula, charge and spin) is 0.000 eV.

***

# 5
DFT (ωB97M-V/def2-TZVPD) results for the ion C3H7N4S with charge +1.

```
15
Properties=species:S:1:pos:R:3:forces:R:3:mulliken_charge:R:1
H -3.16561 -0.68982 2.58154 2.205 0.898 -2.137 0.344
N -2.16253 -0.44521 2.15406 -0.278 0.141 0.285 -0.472
N -1.99877 -0.15365 0.99415 0.399 -0.808 0.588 0.127
N -0.43651 0.15765 0.70419 -3.584 -0.386 2.009 -0.124
S 0.69870 0.62516 1.97161 0.703 -1.234 -2.262 0.018
C 2.04257 0.17923 0.66561 -0.948 -0.567 1.731 -0.710
C 1.31853 0.21475 -0.59732 -1.070 -0.506 0.360 0.090
N 0.02110 0.03505 -0.54291 3.610 1.053 -0.096 0.353
C -0.74449 -0.06346 -1.77732 -0.347 1.741 0.089 -0.677
H 2.62947 -0.74969 0.71448 -0.690 -0.397 0.523 0.340
H 2.79054 0.88556 0.82936 1.063 1.678 -0.244 0.408
H 1.88125 0.20449 -1.49092 -0.063 -0.018 -1.148 0.358
H -1.30968 -0.92344 -1.81200 -1.008 -2.190 0.157 0.332
H -0.09834 -0.01606 -2.65614 0.074 0.164 0.487 0.284
H -1.46620 0.73943 -1.73840 -0.065 0.433 -0.342 0.329
```
Forces are in eV/Å.

For the molecular weight, the calculation gives 131.2 Da. As for the total charge: +1. The calculation puts the largest force on an atom at 4.1 eV/A. Its LUMO energy (spin up / spin down) is -4.3 / -4.3 eV. As for the HOMO-LUMO gap (spin up / spin down): 8.29 / 8.29 eV. Its structure (SMILES) is [H]/N=N/N1SCC=[N+]1C. The total energy comes out at -735.28544 a.u. The relative energy (zero: lowest compared OMol25 entry of this formula, charge and spin) is 4.525 eV.

***

# 6
DFT (ωB97M-V/def2-TZVPD) results for the ion C3H7N4S with charge +1.

```
15
Properties=species:S:1:pos:R:3:forces:R:3:mulliken_charge:R:1
C -2.64888 0.73383 0.13699 -1.509 -3.028 1.420 -0.826
S -1.76954 -0.81904 -0.23980 0.258 0.258 0.210 0.057
N -0.20945 -0.02835 -0.12619 1.657 -2.975 -0.163 0.428
N 0.01484 1.27207 -0.23471 0.704 1.386 0.786 -0.526
C 1.30614 1.44668 -0.09738 -1.993 -2.102 -1.212 -0.226
N 1.93923 0.24971 -0.11844 -0.601 -1.882 0.703 -0.133
C 0.97093 -0.70726 -0.04872 0.020 0.814 -0.113 0.418
N 1.28530 -2.01545 0.12706 -2.086 1.148 -0.983 -0.420
H -3.72828 0.37672 0.19283 1.089 0.885 -1.062 0.382
H -2.24240 1.29632 -0.67083 -0.817 1.537 0.099 0.354
H -2.47939 0.89160 1.20899 0.588 0.973 -0.593 0.307
H 1.72895 2.35950 -0.03212 1.477 2.692 0.005 0.494
H 2.87722 -0.12563 -0.23925 0.132 1.191 0.217 0.238
H 0.85254 -2.69050 -0.47250 -0.086 -0.427 0.082 0.225
H 2.10279 -2.24021 0.61407 1.165 -0.470 0.605 0.227
```
Forces are in eV/Å.

For the molecular weight, the calculation gives 131.2 Da. As for the total charge: +1. The calculation puts the largest force on an atom at 3.7 eV/A. Its LUMO energy is -3.2 eV. As for the HOMO-LUMO gap: 9.92 eV. Its structure (SMILES) is CSn1nc[nH]c1=[NH2+]. The total energy comes out at -735.43467 a.u. The relative energy (zero: lowest compared OMol25 entry of this formula, charge and spin) is 0.465 eV.